Entry from the OMol25 dataset: a molecular structure, C6H5CsNO2 at a distorted geometry (ωB97M-V with the def2-TZVPD basis set).

Each line ends with the Löwdin charge.
CARTESIAN COORDINATES (ANGSTROEM)
Cs1 24.831 -1.548 30.016  1.00
C1 31.681 -1.993 32.328  -0.13
C2 31.680 -3.426 32.275  -0.07
C3 30.514 -3.955 31.770  -0.06
C4 29.430 -3.228 31.268  -0.13
C5 29.557 -1.817 31.308  -0.05
C6 30.669 -1.218 31.856  -0.13
N1 28.170 -3.812 30.765  -0.47
O1 27.298 -3.077 30.266  -0.34
O2 28.069 -5.048 30.826  -0.08
H1 32.606 -1.561 32.680  0.08
H2 32.454 -4.030 32.725  0.10
H3 30.481 -5.033 31.817  0.10
H4 28.756 -1.156 31.012  0.08
H5 30.907 -0.168 31.943  0.10

Cartesian forces (eV/Å) of the 6 atoms listed first:
Cs 0.78 -0.54 0.08
C 2.49 -2.31 0.50
C -1.73 2.82 -0.09
C 0.12 -2.26 0.11
C -1.54 1.37 -0.60
C -0.97 0.07 -0.04

Computed properties:
E_HOMO (alpha / beta) ... -0.165 / -0.293 Ha
Frontier orbital gap (alpha / beta) ... 3.43 / 6.88 eV
Energy ... -456.8696 Eh
LUMO energy (alpha / beta) ... -0.039 / -0.040 hartree
Total charge ... 0
Multiplicity ... 2